P) The following is a quantum chemistry calculation of a cluster of 2 separate species, C5H9NS in total, from OMol25.

XYZ file:
```
16
C5H9NS (ωB97M-V with the def2-TZVPD basis set)
C 0.083 -1.574 -0.876
C 0.145 1.904 0.850
C -1.313 2.101 1.266
C -0.714 1.039 1.699
C -0.264 -1.062 -2.272
N 1.594 -1.905 1.164
S 1.343 -1.002 -0.048
H -0.416 -2.463 -0.355
H 0.389 1.641 -0.151
H 0.984 2.320 1.299
H -2.125 2.796 1.180
H -0.647 0.187 2.259
H 0.571 -0.619 -2.810
H -0.737 -1.860 -2.796
H -1.092 -0.157 -2.227
H 2.197 -1.345 1.820
```

Values from the calculation:
Net charge: 0
Molecular weight, g/mol: 115.20


Q) The following is a quantum chemistry calculation of a cluster of 2 separate species, C5H9NS in total, from OMol25.

XYZ file:
```
16
C5H9NS (ωB97M-V with the def2-TZVPD basis set)
C 1.428 -1.924 -1.620
C 0.058 -1.982 0.395
C -0.674 0.898 0.629
C -1.176 1.213 -0.795
C 0.760 1.291 1.043
N 0.681 -2.105 -0.683
S -1.622 0.339 1.816
H 1.688 -2.359 -2.520
H 0.435 -2.266 1.440
H -0.874 -1.538 0.310
H -1.300 0.360 -1.351
H -0.489 1.913 -1.283
H -2.090 1.725 -0.496
H 0.774 2.452 1.037
H 1.375 1.205 0.178
H 1.026 0.778 1.900
```

Values from the calculation:
Net charge: 0
Molecular weight, g/mol: 115.20


The computed energies, referenced to the most stable structure and given in hartree, are P) 0.0333; Q) 0.0000.


P) The following is a quantum chemistry calculation of a cluster of 2 separate species, C4H12NO3 in total, from OMol25.

XYZ file:
```
20
C4H12NO3 (ωB97M-V with the def2-TZVPD basis set)
O -1.107 -0.386 2.300
C -1.313 0.110 1.097
C -0.376 -0.545 0.042
N 0.781 0.332 -0.343
C 1.470 -0.189 -1.617
C 0.200 -1.834 0.596
O -2.153 0.920 0.804
H -1.615 0.088 2.974
H -1.015 -0.874 -0.779
H 1.424 0.595 0.399
H 0.425 1.413 -0.618
H 0.823 -0.837 -2.208
H 2.335 -0.774 -1.272
H 1.631 0.744 -2.123
H 0.595 -2.453 -0.224
H 0.944 -1.680 1.394
H -0.542 -2.531 1.017
H -1.205 2.482 -1.131
H -0.878 2.819 0.257
O -0.426 2.600 -0.566
```

Values from the calculation:
Net charge: +1
Molecular weight, g/mol: 122.14


Q) The following is a quantum chemistry calculation of a structure of composition C4H12NO3, from OMol25.

XYZ file:
```
20
C4H12NO3 (ωB97M-V with the def2-TZVPD basis set)
O -0.913 -0.511 1.861
C -1.192 -0.213 0.557
C -0.239 -0.936 -0.227
N 0.861 0.013 -0.528
C 1.750 -0.290 -1.683
C 0.364 -2.164 0.531
O -1.730 0.853 0.294
H -1.585 -0.303 2.581
H -0.715 -1.208 -1.165
H 1.510 0.159 0.260
H 0.474 1.264 -0.605
H 1.531 0.146 -2.704
H 1.958 -1.344 -1.881
H 2.706 0.080 -1.576
H 0.541 -3.038 -0.087
H 1.241 -2.058 1.038
H -0.251 -2.491 1.411
H 0.852 3.137 0.054
H -0.481 2.957 -0.678
O 0.405 2.687 -0.657
```

Values from the calculation:
Net charge: +1
Molecular weight, g/mol: 122.14


R) The following is a quantum chemistry calculation of a cluster of 2 separate species, C4H12NO3 in total, from OMol25.

XYZ file:
```
20
C4H12NO3 (ωB97M-V with the def2-TZVPD basis set)
C 0.475 1.655 -0.298
O -0.204 2.410 0.721
C -0.382 0.375 -0.264
C -0.206 -0.590 -1.356
C -1.044 -1.845 -1.399
O -1.789 -2.049 -0.464
N -0.293 -0.252 1.116
H 1.605 1.455 -0.237
H 0.342 2.184 -1.223
H 0.368 3.139 1.004
H -1.392 0.824 -0.447
H 0.791 -0.961 -1.719
H -0.303 -0.070 -2.333
H -1.021 -2.601 -2.224
H -0.692 -1.197 0.996
H 0.750 -0.502 1.287
H -0.801 0.398 1.711
H 3.195 0.271 1.839
H 2.722 -0.283 0.452
O 2.493 -0.204 1.383
```

Values from the calculation:
Net charge: +1
Molecular weight, g/mol: 122.14


The computed energies, referenced to the most stable structure and given in hartree, are P) 0.0000; Q) 0.0468; R) 0.0290.


P) The following is a quantum chemistry calculation of a cluster of 3 separate species, C6H14O2 in total, from OMol25.

XYZ file:
```
22
C6H14O2 (ωB97M-V with the def2-TZVPD basis set)
C -0.077 -1.776 -1.273
C 0.809 -0.828 -0.589
C 1.430 -1.043 0.527
C 1.055 0.568 -1.217
C -0.264 1.299 -0.829
C -0.098 2.612 -0.707
H -0.343 -1.759 -2.371
H -0.904 -1.990 -0.660
H 0.440 -2.702 -1.564
H 1.345 -1.792 1.320
H 2.262 -0.650 1.086
H 1.995 0.926 -0.758
H 1.228 0.563 -2.377
H -1.187 0.740 -0.815
H 0.992 2.875 -0.943
H -0.835 3.269 -0.411
H -1.103 -1.893 2.467
H -2.007 -1.684 1.480
O -1.153 -2.188 1.589
H -1.860 2.102 1.886
H -0.672 1.309 1.826
O -1.052 2.042 2.332
```

Values from the calculation:
Spin multiplicity: 2
Net charge: -1
Molecular weight, g/mol: 118.18
<S²>: 0.75


Q) The following is a quantum chemistry calculation of a cluster of 3 separate species, C6H14O2 in total, from OMol25.

XYZ file:
```
22
C6H14O2 (ωB97M-V with the def2-TZVPD basis set)
C 0.273 -1.210 -1.328
C -1.098 -1.403 -1.228
C 0.497 -0.134 0.869
C 1.061 -0.576 -0.334
C 2.483 -0.246 -0.643
C 1.316 0.205 2.097
H 0.715 -1.426 -2.298
H -1.656 -0.909 -0.459
H -1.624 -1.941 -2.000
H -0.458 -0.590 1.109
H 2.818 0.631 -0.112
H 2.725 -0.012 -1.675
H 3.157 -1.055 -0.362
H 1.624 1.253 2.223
H 2.266 -0.335 2.146
H 0.703 -0.060 2.966
H -0.254 1.249 -0.742
H -0.182 2.579 -1.524
O -0.753 2.073 -0.928
H -3.394 0.806 1.967
H -2.568 0.996 0.672
O -3.107 0.364 1.166
```

Values from the calculation:
Spin multiplicity: 2
Net charge: -1
Molecular weight, g/mol: 118.18
<S²>: 0.77


The computed energies, referenced to the most stable structure and given in hartree, are P) 0.1349; Q) 0.0000.


P) The following is a quantum chemistry calculation of a cluster of 2 separate species, C3H11N4 in total, from OMol25.

XYZ file:
```
18
C3H11N4 (ωB97M-V with the def2-TZVPD basis set)
N 1.587 -0.559 -2.708
C 0.493 -0.410 -1.942
N 0.029 -1.362 -1.178
H 2.235 -1.335 -2.685
H 1.969 0.239 -3.222
H 0.064 0.572 -2.003
H -0.681 -1.075 -0.449
H 0.523 -2.256 -1.117
C -0.305 1.267 1.509
C -0.778 -0.018 1.544
N -1.873 -0.488 0.657
N 0.686 1.733 2.342
H -0.804 1.944 0.787
H -0.349 -0.827 2.127
H -2.499 0.285 0.397
H -2.466 -1.170 1.165
H 1.302 2.372 1.852
H 1.240 0.956 2.698
```

Values from the calculation:
Net charge: +1
Molecular weight, g/mol: 103.15


Q) The following is a quantum chemistry calculation of a cluster of 2 separate species, C3H11N4 in total, from OMol25.

XYZ file:
```
18
C3H11N4 (ωB97M-V with the def2-TZVPD basis set)
C 1.111 1.050 -0.418
C -2.846 -0.900 0.125
C 1.498 -0.129 0.057
N -0.141 1.639 0.114
N -2.154 -0.103 -0.585
N 2.766 -0.563 -0.364
N 0.708 -0.973 0.762
H 1.624 1.849 -1.086
H -3.449 -1.703 -0.350
H -2.961 -0.862 1.292
H 0.032 1.829 1.143
H -1.012 0.976 -0.131
H -1.980 -0.078 -1.584
H 3.026 -0.525 -1.290
H 2.980 -1.483 0.086
H 1.110 -1.730 1.305
H -0.114 2.494 -0.271
H -0.199 -0.787 1.195
```

Values from the calculation:
Net charge: +1
Molecular weight, g/mol: 103.15


R) The following is a quantum chemistry calculation of a cluster of 2 separate species, C3H11N4 in total, from OMol25.

XYZ file:
```
18
C3H11N4 (ωB97M-V with the def2-TZVPD basis set)
C -0.513 -0.183 -1.839
C -0.160 -0.446 -3.152
C 1.650 1.425 0.441
N -0.272 0.038 0.625
N -0.353 -0.137 -0.663
N -1.334 -1.442 2.481
N 0.364 1.160 1.074
H 0.850 -1.049 -3.175
H 0.010 0.627 -3.643
H -0.945 -0.999 -3.667
H 1.747 2.344 -0.177
H 2.504 1.267 1.157
H 1.931 0.567 -0.250
H -2.198 -1.063 2.621
H -1.438 -2.467 2.480
H -0.739 -1.073 3.339
H -0.749 -0.538 1.489
H -0.355 1.968 0.859
```

Values from the calculation:
Net charge: +1
Molecular weight, g/mol: 103.15


The computed energies, referenced to the most stable structure and given in hartree, are P) 0.0000; Q) 0.0657; R) 0.1566.